Here is a single C2H3NOS2 molecule at a distorted geometry from the Open Molecules 2025 dataset. Energies are from ωB97M-V/def2-TZVPD.

Cartesian coordinates (Å):
C 0.731 -0.110 -0.104
C -0.405 -0.957 0.323
N 0.974 1.163 -0.134
O 0.356 2.154 0.383
S -2.101 -0.941 0.378
S -3.104 0.192 -0.796
H 1.525 -0.841 -0.491
H 0.025 -1.990 0.748
H 2.000 1.329 -0.307

## Properties
Electronic energy, Eh: -1004.22640
Energy relative to the best compared isomer or geometry (same formula, charge and spin), kcal/mol: 101.1
E_LUMO (alpha / beta), Eh: -0.051 / -0.058
Frontier orbital gap (alpha / beta), eV: 7.058 / 6.974

Atom charges from the natural (NBO) analysis, given in e for atoms 1 to 4: C -0.0606; C -0.5009; N -0.0428; O -0.4474